Record 1
DFT (ωB97M-V/def2-TZVPD) results for a single C5H6N2 molecule.

Last column: Löwdin charge in e.
Element x y z (Å)
C -2.488 0.082 -0.138  -0.0645
C -0.919 0.048 0.051  -0.3006
C -0.002 1.213 0.306  -0.0149
C 1.350 1.035 -0.161  -0.2235
N 1.908 -0.111 -0.060  0.0519
C 1.036 -1.221 0.054  -0.1727
N -0.277 -1.171 -0.054  0.0518
H -2.810 0.145 1.019  0.1048
H -2.489 -1.115 -0.367  0.1108
H -2.988 0.924 -0.783  0.0984
H -0.299 2.350 0.308  0.1202
H 2.014 1.937 -0.466  0.1322
H 1.297 -2.211 0.414  0.1061

Atoms 1-2, force components in eV/Å:
C 1.7 -2.2 2.6
C 2.8 2.7 -0.1

Its spin multiplicity is 1. The calculation puts the gap between HOMO and LUMO at 9.771 eV. For the LUMO energy, the calculation gives 0.4 eV. As for the SMILES: Cc1ccncn1.

Record 2
DFT (ωB97M-V/def2-TZVPD) results for a molecular structure, C11H9AsBF6NO2PPdS5.

Last column: Löwdin charge in e.
Element x y z (Å)
Pd 1.674 -0.805 0.387  0.2732
S -1.759 -3.723 3.121  -0.2017
As -1.487 -1.974 2.000  -0.4073
S 0.484 -1.053 2.401  -0.0032
S -1.159 -2.802 -0.138  0.5614
S -3.035 -0.539 2.001  -0.1162
O 0.040 -1.379 -2.221  0.1108
B -0.809 -1.329 -1.105  -1.0912
O -1.385 -0.057 -0.996  0.0923
C -0.840 0.676 -2.012  -0.2312
C -1.044 2.003 -2.311  -0.0172
C -0.305 2.524 -3.375  -0.1077
C 0.595 1.736 -4.084  -0.0966
C 0.786 0.387 -3.777  0.0118
C 0.035 -0.117 -2.743  -0.2246
H -1.724 2.609 -1.725  0.1154
H -0.418 3.569 -3.636  0.0892
H 1.181 2.182 -4.878  0.0928
H 1.522 -0.224 -4.281  0.1184
F 4.957 -2.078 -0.748  -0.1675
P 4.582 -1.364 -2.146  0.1427
F 5.018 0.066 -1.537  -0.1783
F 3.047 -1.112 -1.590  -0.2587
F 4.111 -2.784 -2.751  -0.1644
F 6.083 -1.606 -2.700  -0.1755
F 4.168 -0.641 -3.536  -0.1745
S 2.096 1.494 -0.184  0.7071
C 0.820 2.420 0.417  -0.7206
N -0.194 1.876 1.132  0.0584
C -1.264 2.554 1.590  -0.0849
C -1.380 3.894 1.364  -0.0816
C -0.348 4.529 0.642  -0.0871
C 0.721 3.819 0.180  -0.1110
H -0.129 0.866 1.358  -0.0109
H -1.989 1.937 2.105  0.0489
H -2.242 4.433 1.725  0.0926
H -0.407 5.593 0.443  0.0991
H 1.512 4.283 -0.391  0.0980

Atoms 1-2, force components in eV/Å:
Pd 0.0 0.0 -0.1
S 0.0 0.0 0.0

Its spin multiplicity is 2. The net charge is -2. The calculation puts the gap between HOMO and LUMO (alpha / beta) at 6.343 / 6.449 eV. For the LUMO energy (alpha / beta), the calculation gives 4.2 / 4.2 eV.